No. 1
# C59H88BF4N11O3

8 unconnected molecules or ions with the total composition C59H88BF4N11O3 in a non-equilibrium geometry (ωB97M-V/def2-TZVPD, OMol25).

Geometry as XYZ:
```
166
C59H88BF4N11O3 ωB97M-V/def2-TZVPD
F 5.5547 10.5642 9.7612
F 6.5500 12.6553 9.9999
F 4.4480 12.3424 10.6303
F 6.1500 11.3751 11.7884
O -2.3293 19.7475 9.9302
O -0.5473 7.5464 5.3913
O 8.8778 4.6832 9.5149
N 10.7544 18.1246 13.0683
N 0.5785 20.2096 9.7181
N 13.2347 16.4091 6.3122
N -2.8118 5.7184 4.8729
N 5.8138 11.6141 3.3098
N 2.3482 17.5972 2.0620
N 15.5366 12.7688 11.9294
N 3.9957 14.3023 17.2441
N -0.1226 10.6105 12.7961
N 17.4817 20.1297 13.6596
N 9.4807 4.6472 11.7678
C 14.2430 12.6298 11.4984
C 1.4091 11.9866 14.7141
C 12.8342 15.2408 8.2717
C 15.9571 14.2376 10.1085
C 1.9356 10.8481 14.0144
C 1.6501 16.4262 1.9756
C 13.7992 13.2361 10.2706
C 12.4768 19.6329 12.3756
C 15.5668 19.6904 12.2827
C 3.6382 17.5575 2.4703
C -0.9069 10.0119 11.7267
C -0.6555 11.6947 13.4389
C 5.1559 11.7706 2.1384
C 2.1949 15.2043 2.3107
C 0.0849 12.3087 14.4327
C 16.3998 13.5333 11.2266
C 9.7946 3.1805 12.1994
C 4.8320 13.5804 4.1984
C 12.3601 15.9048 7.1728
C 1.7390 18.8308 1.5997
C 14.1677 14.9198 8.4055
C 15.9270 12.1017 13.1429
C -2.9029 6.4980 2.5068
C 3.2654 12.2098 16.3498
C 14.6521 14.1407 9.5968
C 4.2394 16.2657 2.7673
C 4.3295 12.8932 1.9008
C 6.7822 10.5020 3.5894
C 11.1752 19.1537 12.2630
C 0.9066 17.7404 9.6745
C 12.7373 17.1893 5.1164
C 4.1713 12.9733 17.0967
C -1.4358 18.6702 10.2319
C 16.7475 20.0522 14.7584
C 18.9062 20.4035 13.9004
C 0.3180 8.5594 5.8309
C 14.7520 19.5452 13.3726
C 9.3688 17.6993 13.1026
C 2.8807 14.9158 16.6585
C 5.6337 12.4600 4.3519
C 4.1978 13.8244 2.9496
C -3.3784 19.8441 10.8874
C 11.5166 17.6308 14.0600
C 3.5418 15.1021 2.6425
C 14.5547 16.1500 6.3849
C 16.9425 20.0736 12.4343
C 5.0659 15.0705 17.8238
C 15.3478 19.8482 14.6198
C 12.8536 18.0603 14.1352
C 8.4575 4.7286 10.6557
C -1.4530 7.8017 4.3306
C 1.1356 10.1619 13.0459
C -2.0805 6.4911 3.7797
C 2.1636 12.8233 15.6785
C -0.0938 18.8769 9.4018
C 1.9269 14.1984 15.8951
C 15.0635 15.3519 7.4136
C 13.3312 19.0971 13.3227
C 7.0206 4.8916 11.0203
B 5.7148 11.7482 10.5071
H 2.1357 19.1137 0.6247
H 2.7724 15.9822 16.7911
H 11.3236 16.1075 6.9470
H 7.4404 10.8497 4.3856
H 0.3580 16.8008 9.6093
H -1.8640 17.7397 9.8592
H 19.3917 20.9612 13.0996
H 17.6304 20.1701 11.6073
H 14.7467 19.8398 15.5170
H 0.8756 20.3364 10.6751
H 13.6939 11.9833 12.1669
H 17.2530 20.0513 15.7128
H -3.7324 7.1992 2.4152
H 3.7808 13.0737 0.9883
H -0.3161 18.8473 8.3351
H 1.4690 17.8187 10.6049
H 4.6718 16.0715 17.9995
H 16.1362 15.2381 7.4665
H 9.2540 16.6530 13.3857
H 13.2958 17.0236 4.1952
H 10.3490 3.1365 13.1368
H 17.3460 13.7923 11.6783
H 2.9672 10.5561 14.1444
H -2.2875 6.5526 1.6088
H 6.9391 5.8846 11.4624
H 0.5976 16.4220 1.7335
H 1.3402 20.2468 9.0559
H 15.8422 12.8144 13.9633
H 1.0470 8.0380 6.4512
H 16.9483 11.7515 12.9926
H -1.2553 18.6891 11.3067
H -0.1128 9.3615 6.4301
H 12.8067 20.3884 11.6779
H 4.2292 18.4609 2.4386
H 6.3539 4.9030 10.1580
H 1.1421 14.6720 15.3239
H 19.0286 20.9619 14.8285
H -2.2421 5.4205 5.6519
H 11.1365 16.7740 14.5965
H -3.6026 6.2351 5.2303
H -0.9506 8.3476 3.5321
H 15.0249 16.4920 5.4748
H -2.9687 20.3057 11.7858
H 16.6068 14.9335 9.5987
H 9.2911 5.3002 12.5147
H 4.7837 14.2598 5.0365
H -1.8889 9.7182 12.0974
H 15.3293 11.2059 13.3111
H 12.1329 14.8410 8.9892
H 1.6130 9.4015 12.4456
H -1.6179 12.0795 13.1353
H 7.3492 10.3485 2.6712
H 3.4573 11.1470 16.3354
H 5.3478 10.9844 1.4232
H -3.4036 5.5928 2.1632
H -0.0764 20.9624 9.5618
H 13.5277 17.5803 14.8293
H -0.2992 9.2125 11.3026
H 1.6521 17.6641 8.8830
H 9.1369 17.7092 12.0376
H 5.3695 14.6349 18.7758
H 8.8319 2.6734 12.2643
H 11.7632 16.7936 4.8289
H -3.1659 4.8424 4.5161
H 5.0643 12.5808 17.5601
H 10.3737 2.7467 11.3841
H 19.3995 19.4364 13.9967
H -2.2745 8.3840 4.7480
H 6.0991 12.2686 5.3075
H 5.9187 14.9884 17.1500
H 1.6068 14.3096 2.1694
H 0.8520 9.0345 5.0080
H 8.7507 18.3050 13.7652
H 1.8935 19.6690 2.2791
H -0.3854 13.1477 14.9240
H 10.4334 19.6045 11.6204
H -1.0362 10.7781 10.9624
H 5.3049 16.2093 2.9343
H 12.6442 18.2430 5.3794
H 10.3375 5.0098 11.3747
H -3.8234 18.9024 11.2088
H 15.1465 19.4742 11.3116
H -4.1914 20.4652 10.5113
H 6.2619 9.6009 3.9139
H 0.6662 18.6891 1.4693
H -1.2784 5.8162 3.4809
H 6.7110 4.1219 11.7273
H 12.7629 13.0332 10.0438
```

Values from the calculation:
- HOMO (eV) = -23.37
- charge = +10
- orbital gap (eV) = 5.8447
- strongest force on any atom (eV Å⁻¹) = 3.725

***

No. 2
# CH3ClOSi

2 unconnected molecules or ions with the total composition CH3ClOSi in a non-equilibrium geometry (ωB97M-V/def2-TZVPD, OMol25).

Geometry as XYZ:
```
7
CH3ClOSi ωB97M-V/def2-TZVPD
Cl -0.4417 0.4287 -1.0596
Si -0.7025 0.3103 1.1140
O 1.6799 -1.3239 -2.1086
C 1.6522 -0.2370 -2.4203
H -1.3026 -0.9531 1.0563
H 0.5363 0.1689 1.8370
H -1.4216 1.6061 1.5812
```

Values from the calculation:
- HOMO (eV) = -10.84
- energy above the lowest of the compared OMol25 structures with the same formula, charge and spin (eV) = 0.601
- charge = 0
- orbital gap (eV) = 11.3580
- strongest force on any atom (eV Å⁻¹) = 2.714

***

No. 3
# Cl2O2S2

2 unconnected molecules or ions with the total composition Cl2O2S2 in a non-equilibrium geometry (ωB97M-V/def2-TZVPD, OMol25).

Geometry as XYZ:
```
6
Cl2O2S2 ωB97M-V/def2-TZVPD
Cl 2.6880 0.7776 0.8511
Cl -4.0767 -1.3515 0.4238
S -2.6820 -0.5900 -0.9587
S 1.6388 -0.2457 -0.4877
O 1.4654 -1.6403 0.0259
O -2.0315 0.6120 -0.3597
```

Values from the calculation:
- HOMO (alpha / beta) (eV) = -9.33 / -9.72
- energy above the lowest of the compared OMol25 structures with the same formula, charge and spin (eV) = 0.468
- charge = 0
- orbital gap (alpha / beta) (eV) = 7.4559 / 8.1757
- strongest force on any atom (eV Å⁻¹) = 2.063

***

No. 4
# C22H18LiN4O3

A molecular structure, C22H18LiN4O3 in a non-equilibrium geometry (ωB97M-V/def2-TZVPD, OMol25).

Geometry as XYZ:
```
48
C22H18LiN4O3 ωB97M-V/def2-TZVPD
O -3.9163 2.9228 1.5409
O 2.1974 1.1765 0.5659
O -1.3470 2.0690 1.3641
N 1.0720 0.0008 -1.7676
N 1.5890 -0.6684 1.7852
N 0.4270 0.0616 1.8786
N 1.0373 -1.2026 -3.6777
C 6.1195 -1.9104 -0.1926
C -2.9404 -0.7508 3.0290
C 5.1693 -2.6052 0.4827
C -2.5800 0.2803 -2.3518
C 4.0123 -2.0076 0.9404
C 3.7639 -0.6448 0.6481
C -4.5534 0.9794 2.5658
C -1.3806 0.5387 -1.6766
C -3.5700 1.6783 1.9834
C -2.6077 -0.5529 -3.5370
C 1.7689 -0.6689 -2.7443
C -0.2345 -0.8048 -3.3787
C -2.2353 1.2944 1.8905
C 2.4870 0.0457 1.0898
C -1.9417 0.0055 2.4355
C -3.7058 3.0768 0.1193
C -1.4620 -1.0874 -4.0859
C -4.2480 -0.3092 3.0964
C 5.9697 -0.5545 -0.4130
C -0.5742 -0.5930 2.3831
C -0.2338 -0.0279 -2.2019
C 4.7807 0.0797 0.0118
Li 0.5160 1.8582 1.3007
H -2.6440 -1.6122 3.5986
H 5.2389 -3.6410 0.6616
H -2.7966 3.6135 -0.0826
H -3.5321 0.6715 -2.0146
H -5.6190 1.2758 2.5189
H -1.3463 1.1406 -0.8013
H 6.7035 0.0553 -0.9874
H -5.0192 -0.8138 3.6525
H 3.2543 -2.5537 1.4436
H 7.1384 -2.3289 -0.3772
H 1.4432 0.5493 -1.0164
H -3.6114 -0.5071 -3.9925
H -0.4890 -1.5881 2.8153
H 4.6878 1.0700 -0.2429
H -1.3183 -1.7012 -4.9830
H -3.6263 2.0506 -0.3795
H -4.6741 3.5735 -0.2547
H 2.8311 -0.9337 -2.6426
```

Values from the calculation:
- HOMO (eV) = -4.19
- energy above the lowest of the compared OMol25 structures with the same formula, charge and spin (eV) = 0.000
- charge = -1
- orbital gap (eV) = 6.7726
- strongest force on any atom (eV Å⁻¹) = 3.220

***

No. 5
# C37H51N5O7S2SiTa

A molecular structure, C37H51N5O7S2SiTa (ωB97M-V/def2-TZVPD, OMol25).

Geometry as XYZ:
```
104
C37H51N5O7S2SiTa ωB97M-V/def2-TZVPD
Ta 0.4511 -0.4487 0.0750
S 1.5276 0.1435 3.5339
S -0.5893 1.6180 5.2384
Si -0.6457 1.8005 -1.2719
O 1.6312 -0.3014 -1.8555
O 0.7264 1.6707 -0.1927
O -0.0319 2.0842 -2.7110
O -0.9856 0.1858 -1.0027
O -1.7061 2.8142 -0.6753
O 1.7901 -1.4909 1.0139
O -0.9312 0.9157 2.5737
N -2.8236 -2.9569 1.4573
N -1.0837 -1.7247 1.0385
N 0.5046 -2.3500 -1.0117
N 1.7784 1.0547 5.9818
N 0.7856 -3.5245 -0.6228
C -0.0865 -2.8316 -4.6643
C 1.0055 -7.5049 0.6903
C 0.0419 0.3862 2.1954
C 1.8450 -7.8199 1.7725
C -2.2491 -2.1677 0.5433
C 0.8127 -6.2022 0.2945
C 1.5795 3.9037 -0.7350
C -2.0294 -3.0450 2.5764
C 3.0093 -4.4294 2.7142
C 2.8620 -3.1103 2.3652
C 2.8168 0.4644 -2.2045
C 1.4996 2.8735 0.3724
C 1.3210 1.8978 7.0983
C 0.7891 2.9709 -4.7667
C -3.8928 2.2377 -1.5787
C 0.6001 -1.7118 -5.1180
C 2.8708 2.3672 0.7655
C 2.4932 -6.8200 2.4447
C -3.3971 2.0506 0.8737
C -1.0718 4.1306 -3.5889
C -2.8931 -1.9045 -0.7696
C 0.4062 -2.2033 -2.4260
C -0.9509 -2.2821 2.3115
C 0.9623 0.9314 4.9610
C 1.0716 -1.0821 -2.8849
C 1.9797 -2.7755 1.3372
C 1.1973 -0.8217 -4.2308
C 2.3183 -5.4739 2.0555
C -0.1769 -3.0966 -3.3057
C -3.1556 2.8430 -0.3970
C -1.4684 1.8776 -4.6407
C 1.3122 -3.7764 0.5953
C 0.7321 3.4198 1.5627
C 1.4685 -5.1638 0.9682
C -0.4708 2.7822 -3.9426
C -0.1959 1.8784 7.0069
C -3.5030 4.3070 -0.2122
H -3.3389 -0.9104 -0.7811
H 1.1227 4.4119 1.7910
H -1.0250 0.9032 -4.8486
H 2.0174 3.4909 -1.6422
H -3.5566 1.2148 -1.7717
H -3.6798 -2.6380 -0.9385
H -2.2953 -3.6355 3.4347
H 3.3720 0.6155 -1.2863
H -3.0759 1.0130 0.7535
H -4.5660 4.4100 0.0057
H 3.4093 -2.3248 2.8667
H -0.6357 1.0552 7.5662
H 1.7445 0.0347 -4.5945
H 1.7278 2.9016 6.9650
H 1.9801 -8.8520 2.0641
H -0.6697 -3.9842 -2.9321
H -0.3481 4.7575 -3.0675
H -2.9399 4.7346 0.6175
H -0.6443 2.8145 7.3278
H -4.9617 2.2051 -1.3674
H 2.7352 0.7307 5.9281
H -3.7135 -3.4158 1.3293
H -3.7542 2.8331 -2.4804
H 1.2308 2.0137 -5.0407
H 1.5238 3.5647 -4.2210
H -0.5386 -3.5085 -5.3754
H 3.3472 3.1153 1.4001
H -0.0937 -2.0986 2.9345
H 0.1636 -5.9764 -0.5398
H 2.5097 1.4074 -2.6509
H 0.5979 4.3224 -0.9617
H 0.8628 2.8054 2.4512
H 0.5501 3.5006 -5.6883
H -2.1820 -1.9571 -1.5901
H 1.6789 1.4893 8.0401
H 3.5160 2.2207 -0.0976
H -2.3622 1.7344 -4.0309
H -2.8526 2.4875 1.7096
H 3.1498 -7.0463 3.2751
H 3.4135 -0.1275 -2.8938
H -3.2835 4.8762 -1.1150
H -4.4600 2.0577 1.1153
H 0.5050 -8.3036 0.1592
H -1.3551 4.6452 -4.5069
H -1.7778 2.3235 -5.5860
H -0.3280 3.5199 1.3361
H 3.6832 -4.6914 3.5213
H 0.6795 -1.5269 -6.1806
H 2.2130 4.7216 -0.3905
H 2.8149 1.4457 1.3505
H -1.9619 4.0297 -2.9716
```

Values from the calculation:
- HOMO (eV) = -15.23
- energy above the lowest of the compared OMol25 structures with the same formula, charge and spin (eV) = 0.741
- charge = +3
- orbital gap (eV) = 6.1996
- strongest force on any atom (eV Å⁻¹) = 0.297

***

No. 6
# C9H9CrF3NO7S2

A molecular structure, C9H9CrF3NO7S2 in a non-equilibrium geometry (ωB97M-V/def2-TZVPD, OMol25).

Geometry as XYZ:
```
32
C9H9CrF3NO7S2 ωB97M-V/def2-TZVPD
Cr 1.5812 0.1234 -0.5136
S -0.5501 1.8211 -0.1956
S 0.3682 -0.6475 1.8651
F 4.0808 -0.3226 -1.8229
F 4.3371 -0.2446 0.3123
F 3.4261 -1.9683 -0.6069
O 0.5638 -1.3004 3.1432
O 1.4876 0.2416 1.5012
O 0.7760 2.3822 0.0010
O 1.4513 -0.1997 -2.5152
O -1.4583 2.7024 -0.9059
O -0.5079 0.4730 -0.7715
O 0.0977 -1.5948 0.7856
N 0.5826 -2.2392 -2.1049
C -1.3394 1.5457 1.3898
C 0.9483 -1.2502 -2.9272
C -1.8462 0.1369 3.2518
C -1.0637 0.4186 2.1417
C 0.7605 -1.4616 -4.4113
C -2.8940 0.9670 3.6129
C 3.4216 -0.5805 -0.6323
C -3.1359 2.1268 2.8840
C -2.3543 2.4098 1.7765
H -3.9351 2.7934 3.1754
H 0.5349 -2.0331 -1.1082
H -1.6043 -0.7445 3.8203
H -0.1546 -0.9643 -4.7293
H -2.5115 3.2913 1.1743
H 0.6926 -2.5153 -4.6623
H -3.5160 0.7266 4.4626
H 1.5926 -1.0069 -4.9413
H 0.1685 -3.0864 -2.4492
```

Values from the calculation:
- HOMO (alpha / beta) (eV) = -4.77 / -6.51
- charge = -1
- orbital gap (alpha / beta) (eV) = 7.4705 / 9.2110
- spin multiplicity = 5
- strongest force on any atom (eV Å⁻¹) = 2.656